A molecular structure, C47H108GaO11, computed with wB97M-V/def2-TZVPD.

Atoms and positions in Å:
C 5.340 3.490 4.189
C 4.061 4.100 3.512
C 4.041 4.041 1.934
C 4.993 2.977 1.290
C 4.512 2.778 -0.215
C 5.660 2.300 -1.175
C 5.651 0.723 -1.163
C 6.474 0.110 -2.352
C 6.285 -1.467 -2.296
C 7.262 -2.106 -1.226
C 6.525 -2.188 0.164
C 7.285 -1.493 1.347
C 6.259 -1.206 2.533
C 5.497 -2.498 2.983
C 4.506 -2.208 4.189
C 3.582 -3.492 4.353
C 2.267 -3.392 3.481
C 2.149 -4.436 2.293
Ga 2.338 -3.609 0.417
O 1.943 -4.807 -1.001
C 1.142 -1.923 0.160
C 2.090 -0.681 0.519
C 1.413 0.270 1.602
C 0.614 1.363 0.793
C -0.234 2.383 1.649
C -0.727 3.521 0.656
C -1.533 2.943 -0.567
C -0.627 2.737 -1.871
C -0.697 1.237 -2.421
H 5.157 2.421 4.458
H 5.465 4.014 5.175
H 6.284 3.647 3.627
H 4.004 5.186 3.790
H 3.135 3.613 3.895
H 2.998 3.748 1.636
H 4.217 5.042 1.478
H 4.944 1.983 1.809
H 6.074 3.272 1.334
H 3.700 2.017 -0.181
H 4.096 3.765 -0.540
H 6.656 2.752 -0.971
H 5.389 2.599 -2.225
H 6.048 0.419 -0.162
H 4.586 0.378 -1.204
H 5.993 0.468 -3.298
H 7.553 0.376 -2.307
H 6.415 -1.922 -3.309
H 5.209 -1.617 -2.026
H 8.213 -1.525 -1.181
H 7.450 -3.159 -1.559
H 5.522 -1.703 0.081
H 6.306 -3.251 0.434
H 7.634 -0.487 1.007
H 8.105 -2.112 1.783
H 5.576 -0.368 2.251
H 6.897 -0.841 3.383
H 6.239 -3.268 3.304
H 4.867 -2.943 2.175
H 3.886 -1.330 3.883
H 5.064 -1.970 5.126
H 4.188 -4.343 3.939
H 3.393 -3.753 5.421
H 1.413 -3.613 4.178
H 2.147 -2.332 3.146
H 2.932 -5.224 2.389
H 1.118 -4.870 2.358
H 3.855 -3.092 0.236
H 2.553 -4.556 -1.700
H 0.245 -1.957 0.835
H 0.748 -1.845 -0.883
H 3.115 -0.998 0.815
H 2.146 -0.064 -0.420
H 0.674 -0.336 2.179
H 2.169 0.687 2.311
H -0.121 0.801 0.162
H 1.360 1.909 0.157
H -1.100 1.869 2.134
H 0.417 2.881 2.412
H 0.131 4.141 0.311
H -1.415 4.185 1.235
H -1.970 1.961 -0.266
H -2.362 3.623 -0.885
H -0.908 3.425 -2.695
H 0.431 2.868 -1.539
H 0.329 0.811 -2.557
H -1.295 1.179 -3.365
H -1.187 0.552 -1.680
C -6.183 -0.987 0.253
O -5.494 -2.104 -0.285
C -4.512 -1.722 -1.244
C -3.113 -1.746 -0.649
O -2.953 -0.742 0.342
C -3.035 -1.254 1.664
H -6.740 -1.320 1.130
H -5.496 -0.194 0.559
H -6.891 -0.596 -0.486
H -4.739 -0.736 -1.663
H -4.558 -2.450 -2.059
H -2.391 -1.525 -1.441
H -2.878 -2.736 -0.248
H -2.119 -1.801 1.909
H -3.901 -1.907 1.795
H -3.129 -0.409 2.347
C 0.557 -1.195 7.362
O 1.376 -0.039 7.445
C 2.080 0.212 6.234
C 1.421 1.318 5.425
O 0.144 0.917 4.944
C -0.915 1.459 5.712
H -0.118 -1.193 8.219
H -0.042 -1.205 6.448
H 1.177 -2.096 7.405
H 2.172 -0.702 5.638
H 3.089 0.535 6.509
H 2.041 1.527 4.547
H 1.345 2.240 6.011
H -1.037 2.524 5.483
H -0.750 1.330 6.785
H -1.833 0.937 5.437
C -10.280 -5.361 0.312
O -9.473 -4.198 0.402
C -8.760 -3.934 -0.801
C -9.425 -2.831 -1.608
O -10.697 -3.241 -2.104
C -11.771 -2.716 -1.340
H -10.961 -5.368 1.164
H -10.872 -5.376 -0.607
H -9.651 -6.256 0.358
H -8.652 -4.844 -1.400
H -7.758 -3.601 -0.516
H -8.801 -2.607 -2.479
H -9.515 -1.915 -1.015
H -11.902 -1.652 -1.560
H -11.613 -2.853 -0.267
H -12.680 -3.245 -1.627
C 6.052 5.525 -2.173
O 6.918 4.906 -3.111
C 6.502 5.109 -4.454
C 7.323 6.195 -5.132
O 7.077 7.471 -4.552
C 8.106 7.870 -3.661
H 6.549 5.529 -1.202
H 5.822 6.558 -2.449
H 5.125 4.952 -2.089
H 5.434 5.343 -4.501
H 6.662 4.167 -4.986
H 7.023 6.259 -6.182
H 8.389 5.951 -5.101
H 8.994 8.172 -4.226
H 8.369 7.075 -2.960
H 7.747 8.729 -3.093
C -13.275 -2.996 -7.282
O -12.978 -2.777 -5.913
C -11.769 -3.413 -5.508
C -10.620 -2.422 -5.425
O -10.273 -1.920 -6.713
C -10.788 -0.621 -6.947
H -14.065 -2.303 -7.572
H -12.406 -2.819 -7.920
H -13.635 -4.019 -7.427
H -11.520 -4.241 -6.180
H -11.942 -3.829 -4.512
H -9.739 -2.939 -5.035
H -10.861 -1.604 -4.739
H -10.213 0.118 -6.379
H -11.846 -0.548 -6.681
H -10.682 -0.402 -8.010

Properties
- charge = -1
- frontier orbital gap (eV) = 6.373

=====

11 unconnected molecules or ions with the total composition C47H111ClF2N3O12, computed with wB97M-V/def2-TZVPD.

Atoms and positions in Å:
C -4.865 6.139 2.704
C -4.157 6.150 4.201
C -3.954 4.601 4.785
C -2.403 4.113 4.460
C -2.382 2.842 3.383
C -3.123 3.280 1.950
C -2.625 2.268 0.759
C -3.573 2.290 -0.594
C -2.959 1.315 -1.801
C -2.821 -0.263 -1.352
C -1.409 -0.612 -0.579
C -0.723 -2.036 -1.017
C 0.180 -2.529 0.301
C 1.262 -1.347 0.696
C 0.822 -0.468 2.021
C 2.077 0.144 2.880
C 3.227 0.881 1.927
C 2.812 2.434 1.600
C 2.130 2.676 0.130
N 2.970 2.246 -1.051
C 1.993 2.086 -2.195
C 2.816 1.653 -3.570
C 1.982 0.440 -4.345
C 2.998 -0.489 -5.285
Cl 3.758 0.465 -6.698
C 0.951 3.331 -2.404
N 1.194 4.538 -1.527
C 1.560 4.232 -0.092
N 2.460 5.242 0.578
C 1.840 6.613 0.700
O 1.626 7.490 -0.284
F 1.370 7.003 2.082
C 3.865 5.260 0.034
O 4.854 5.560 0.921
F 4.304 4.938 -1.341
H -4.006 6.279 1.889
H -5.592 7.054 2.551
H -5.369 5.106 2.480
H -3.121 6.701 4.080
H -4.773 6.784 5.000
H -4.727 3.880 4.237
H -4.219 4.578 5.928
H -1.787 4.981 3.947
H -1.816 3.845 5.461
H -2.907 1.921 3.892
H -1.246 2.558 3.236
H -4.278 3.209 2.153
H -2.812 4.413 1.764
H -1.504 2.473 0.434
H -2.693 1.158 1.183
H -4.672 1.884 -0.406
H -3.681 3.396 -1.031
H -3.549 1.433 -2.809
H -1.871 1.708 -1.994
H -2.847 -0.894 -2.361
H -3.733 -0.582 -0.692
H -0.612 0.266 -0.670
H -1.638 -0.692 0.589
H -1.517 -2.835 -1.334
H -0.039 -1.813 -1.964
H -0.499 -2.763 1.227
H 0.743 -3.513 -0.055
H 2.302 -1.891 0.847
H 1.365 -0.591 -0.213
H 0.262 -1.230 2.750
H 0.007 0.358 1.756
H 1.685 0.875 3.739
H 2.625 -0.753 3.444
H 4.201 0.933 2.615
H 3.532 0.248 0.990
H 3.799 3.082 1.775
H 2.043 2.845 2.415
H 1.147 1.999 0.106
H 3.392 1.290 -0.921
H 1.325 1.134 -1.923
H 3.048 2.569 -4.263
H 3.857 1.185 -3.240
H 1.483 -0.327 -3.590
H 1.093 0.906 -4.971
H 2.326 -1.400 -5.654
H 3.836 -0.995 -4.602
H 1.095 3.704 -3.529
H -0.184 3.053 -2.307
H 0.270 5.065 -1.488
H 1.855 5.167 -2.034
H 0.533 4.251 0.516
C 6.103 -2.932 3.358
C 4.618 -3.101 3.107
O 4.189 -2.191 2.105
H 6.325 -1.907 3.673
H 6.449 -3.623 4.131
H 6.673 -3.114 2.441
H 4.050 -2.896 4.019
H 4.390 -4.119 2.778
H 4.694 -2.386 1.296
C 8.227 0.953 -5.839
C 7.762 1.170 -4.414
O 6.518 1.854 -4.409
H 8.334 1.911 -6.359
H 9.188 0.430 -5.861
H 7.494 0.365 -6.401
H 8.487 1.775 -3.863
H 7.641 0.216 -3.892
H 5.879 1.303 -4.894
C -7.403 0.662 -4.282
C -6.020 1.101 -3.850
O -5.756 0.646 -2.532
H -8.163 1.056 -3.600
H -7.624 1.009 -5.296
H -7.488 -0.430 -4.257
H -5.946 2.193 -3.856
H -5.253 0.700 -4.521
H -5.815 -0.325 -2.540
C -5.429 -3.567 -5.054
C -5.100 -3.070 -3.662
O -5.929 -1.965 -3.333
H -5.286 -2.770 -5.791
H -4.796 -4.417 -5.325
H -6.478 -3.875 -5.118
H -4.058 -2.744 -3.609
H -5.254 -3.858 -2.918
H -6.852 -2.268 -3.375
C 9.604 -1.333 6.134
C 8.312 -2.116 6.018
O 8.516 -3.274 5.224
H 9.965 -1.039 5.143
H 9.462 -0.434 6.740
H 10.388 -1.946 6.590
H 7.537 -1.507 5.543
H 7.951 -2.425 7.004
H 9.199 -3.812 5.659
C -10.651 -3.947 -6.133
C -9.268 -3.507 -5.701
O -9.004 -3.963 -4.382
H -11.411 -3.552 -5.450
H -10.872 -3.600 -7.146
H -10.736 -5.038 -6.108
H -9.194 -2.415 -5.706
H -8.501 -3.908 -6.371
H -9.063 -4.933 -4.390
C 5.869 4.047 5.406
C 4.577 3.264 5.290
O 4.781 2.106 4.495
H 6.230 4.341 4.415
H 5.727 4.946 6.012
H 6.653 3.434 5.861
H 3.802 3.873 4.814
H 4.216 2.955 6.276
H 5.464 1.568 4.931
C 9.884 4.774 8.336
C 8.592 3.992 8.221
O 8.796 2.833 7.426
H 10.245 5.069 7.345
H 9.742 5.674 8.942
H 10.668 4.162 8.792
H 7.817 4.601 7.745
H 8.231 3.683 9.206
H 9.479 2.296 7.861
C -7.586 -7.631 -1.416
C -8.147 -6.552 -2.319
O -8.949 -7.137 -3.334
H -6.986 -8.342 -1.993
H -6.961 -7.197 -0.631
H -8.394 -8.203 -0.948
H -7.336 -5.998 -2.802
H -8.759 -5.844 -1.751
H -9.671 -7.620 -2.895
C -4.918 -10.892 -4.619
C -5.383 -10.675 -3.194
O -6.627 -9.991 -3.188
H -4.812 -9.934 -5.139
H -3.957 -11.414 -4.640
H -5.652 -11.479 -5.181
H -4.658 -10.069 -2.642
H -5.504 -11.629 -2.671
H -7.267 -10.541 -3.673

Properties
- relative energy (zero: lowest compared OMol25 entry of this formula, charge and spin) (kJ/mol) = 1361.8
- charge = +1
- frontier orbital gap (eV) = 7.256